[1]
Computed, not measured: 14 unconnected molecules or ions with the total composition C7H39NO13, with wB97M-V/def2-TZVPD.

ORCA input file:
```
! RIJCOSX wB97M-V def2-TZVPD def2/J DEFGRID3
* xyz 0 1
C -2.3347 -1.7367 -0.3074
C -2.0553 -1.0938 1.0926
N 0.4150 0.3884 0.4371
C 0.3843 -0.5053 1.5133
C -0.7812 -1.1884 1.7958
C -0.6417 -2.2344 2.9705
C 2.7505 -1.0079 1.4696
C 1.6334 -0.8299 2.1751
H -3.3899 -1.4584 -0.4769
H -1.9943 -1.0420 -1.1278
H -1.9515 -2.7201 -0.3920
H -2.1275 0.0162 0.8655
H -3.0001 -1.3466 1.6989
H -0.4193 0.9720 0.3735
H 1.2098 0.9855 0.2216
H -1.5047 -2.0818 3.6099
H 0.2476 -2.3756 3.6326
H -0.8173 -3.2481 2.5263
H 2.8577 -1.0102 0.3479
H 3.6322 -1.2181 2.0480
H 1.6684 -0.9712 3.3033
H 0.4503 4.2435 -0.9711
H 0.7539 3.3074 -1.9277
O 1.2887 3.9924 -1.4944
H -2.4344 2.2778 2.2798
H -0.8118 1.6379 2.6009
O -1.6419 1.8602 1.9814
H -0.4310 1.5982 -2.9858
H -1.3521 1.8613 -1.7348
O -0.4667 1.9587 -2.1151
H -1.4544 -3.2613 -3.5170
H -0.6842 -3.5459 -2.1645
O -1.4770 -3.6650 -2.6463
H 1.5181 2.5533 1.6225
H 1.3554 2.7941 3.0975
O 0.8581 2.5403 2.3370
H -0.9733 4.9988 0.6624
H -0.6156 3.5210 0.5585
O -0.9160 4.2703 0.0070
H 2.9308 1.9673 -0.3224
H 2.1532 3.2987 -0.3226
O 2.6134 2.6868 0.2800
H -2.6635 -3.2269 1.2506
H -2.8041 -4.4202 0.3923
O -2.7064 -4.1648 1.3165
H 2.3558 -1.9191 -2.4521
H 2.4323 -1.1830 -3.9016
O 2.7789 -1.2247 -3.0120
H -0.1877 -0.0843 -1.9088
H 0.5116 -1.4045 -2.2035
O 0.1256 -0.6376 -2.6372
H 3.2376 -0.0263 -1.7376
H 3.3296 1.4081 -2.1997
O 3.4759 0.8666 -1.4398
H -2.7914 2.0083 -0.0405
H -2.6621 3.3263 -0.8789
O -2.8521 2.3942 -0.9024
H 2.0158 -3.4201 -1.0642
H 0.7255 -2.5433 -0.4164
O 1.2340 -2.9382 -1.1677
*
```

***

[2]
Computed, not measured: C7H3Cl9Si in the gas phase, with wB97M-V/def2-TZVPD.

structure (SMILES): ClC1=C(Cl)[C@@]2(Cl)[C@H]([Si](Cl)(Cl)Cl)C[C@]1(Cl)C2(Cl)Cl

ORCA input file:
```
! RIJCOSX wB97M-V def2-TZVPD def2/J DEFGRID3
* xyz 0 1
Cl 3.1999 -1.8887 1.1321
C 1.8570 -0.8491 0.7250
C 1.9910 0.3811 0.1987
Cl 3.5184 1.1091 -0.1066
C 0.5580 0.9616 0.0994
Cl 0.5224 2.7000 -0.0188
C -0.2119 0.1310 -0.9609
Si -1.9352 0.6923 -1.6239
Cl -3.1933 -0.9375 -1.2932
Cl -1.9697 1.0280 -3.6665
Cl -2.6174 2.3590 -0.6070
C -0.3798 -1.2643 -0.2812
C 0.3852 -1.0151 1.0570
Cl 0.1217 -2.1199 2.3713
C -0.0102 0.4557 1.4312
Cl -1.7649 0.6625 1.5696
Cl 0.8705 1.1140 2.7808
H 0.3800 0.0451 -1.8860
H -1.4027 -1.4885 -0.0566
H 0.0809 -2.0763 -0.8646
*
```

***

Orbital gap readings, ordered: 7.6, 10.0 eV
Energy above the lowest of the compared OMol25 structures with the same formula, charge and spin readings, ordered: 4.362, 0.000 eV
LUMO readings, ordered: 0.05, 0.27 eV